The following is a DFT calculation (ωB97M-V with the def2-TZVPD basis set) of 2 unconnected molecules or ions with the total composition C4H9BO2 at a distorted geometry.

## Properties
Energy above the lowest of the compared OMol25 structures with the same formula, charge and spin = 2.461 eV
SMILES = CB(O)O.C#CC
HOMO energy = -0.3559 hartree
Frontier orbital gap = 0.3729 Eh

Each line ends with the natural charge from an NBO analysis.
Element x y z (Å)
C  1.6429  0.9493  -0.8297  -1.00
O  1.5507  -1.4585  0.1315  -0.90
H  3.5727  0.8994  0.7593  0.49
H  -3.6314  1.1612  0.2552  0.24
O  3.2986  0.0073  0.7475  -0.89
C  -1.6959  -1.1552  -0.6661  -0.25
H  -4.1106  -0.3435  1.4085  0.24
H  2.2085  -2.1692  0.1514  0.50
C  -3.2924  0.1856  0.8914  -0.70
H  1.3908  1.8504  -0.4739  0.23
B  2.0803  -0.1850  0.2024  1.11
H  -2.7377  0.3517  1.7784  0.24
H  0.7495  0.7997  -1.4477  0.23
C  -2.5683  -0.6673  -0.0107  -0.01
H  2.4881  1.1228  -1.5206  0.23
H  -0.9458  -1.3486  -1.3769  0.24

The following is a DFT calculation (ωB97M-V with the def2-TZVPD basis set) of 2 unconnected molecules or ions with the total composition C3H13N2O at a distorted geometry.

## Properties
Total charge = +1
Energy above the lowest of the compared OMol25 structures with the same formula, charge and spin = 0.870 eV
HOMO energy = -0.5199 hartree
Frontier orbital gap = 0.4113 Eh

Each line ends with the natural charge from an NBO analysis.
Element x y z (Å)
H  1.1393  -1.5944  -0.9584  0.23
N  0.7488  0.4900  -1.0620  -0.73
N  -1.0170  -0.4248  0.4450  -0.65
H  0.7822  3.9916  0.5156  0.49
H  0.7700  -1.0236  1.3823  0.18
H  -0.5616  -2.0962  1.7303  0.21
C  -0.9732  -1.1860  -0.7885  -0.25
H  0.1686  0.5567  -0.1716  0.47
H  -0.4286  -0.4030  2.4649  0.23
C  -0.3050  -1.0456  1.6019  -0.43
O  0.9223  3.0751  0.8063  -0.97
C  0.4083  -0.9368  -1.4181  -0.23
H  0.4248  -1.0500  -2.4953  0.24
H  -1.1201  -2.2481  -0.5913  0.22
H  -1.9469  -0.2928  0.8061  0.40
H  0.2915  1.1627  -1.6867  0.43
H  -1.7770  -0.9086  -1.4684  0.23
H  0.7930  3.0748  1.7571  0.49
H  1.6805  0.8589  -0.8694  0.45

The following is a DFT calculation (ωB97M-V with the def2-TZVPD basis set) of C11H20ClNO6P2S in the gas phase at a distorted geometry.

## Properties
SMILES = CCC(=O)OCC[C@H]1C(=O)N[C@H](P(O)Cl)[C@@]1(CC)P(O)(O)=S
HOMO energy = -0.3459 hartree
Frontier orbital gap = 0.3451 Eh

Each line ends with the natural charge from an NBO analysis.
Element x y z (Å)
C  -2.5675  0.5370  -1.3305  -0.42
P  -1.2040  1.3708  0.8858  1.86
C  -1.4404  -1.2751  0.1286  -0.37
P  -3.1926  -2.0005  0.1301  1.15
O  0.0240  -1.8903  -2.9434  -0.52
H  2.0518  -1.5425  -1.0190  0.17
C  2.8196  -0.4746  1.8713  -0.53
H  3.7534  1.4243  1.4033  0.22
H  -3.2876  2.5612  -1.7065  0.23
C  -2.4782  1.9105  -2.0125  -0.64
C  3.0809  1.0166  2.1484  -0.61
H  -1.5403  2.4205  -1.8290  0.21
Cl  -2.6980  -3.9610  0.5752  -0.33
H  -3.3733  -2.1258  2.2816  0.50
C  3.6134  -1.0103  0.7116  0.81
H  -2.6700  -0.2226  -2.1037  0.22
C  -0.1351  0.0396  -1.4563  -0.34
H  1.7685  -0.6202  1.6198  0.22
H  -1.0850  -1.3987  1.1507  0.20
H  -2.5611  1.7857  -3.0873  0.22
H  3.0110  -1.0680  2.7546  0.23
O  -3.6855  -1.5065  1.6138  -0.99
O  4.2847  -2.0195  0.7518  -0.54
H  3.4902  1.1617  3.1386  0.22
H  -3.4725  0.4887  -0.7380  0.24
S  -2.8798  1.9434  1.6514  -0.58
H  -0.3220  0.5580  -2.3898  0.25
H  0.1161  -2.6298  -0.2193  0.41
O  3.5412  -0.2510  -0.4353  -0.55
O  -0.2091  0.7940  2.0078  -0.99
C  -1.3319  0.1563  -0.4957  -0.42
H  2.1676  1.5975  2.0708  0.22
C  2.3642  -0.5214  -1.2186  -0.06
H  2.6983  -0.4464  -2.2451  0.21
H  -0.6627  0.1197  2.5194  0.51
H  -0.8518  3.3753  0.5560  0.53
C  1.2619  0.5079  -0.9875  -0.43
C  -0.2013  -1.4337  -1.8414  0.71
N  -0.6365  -2.1803  -0.7134  -0.69
H  1.5132  1.3862  -1.5695  0.23
H  1.2639  0.8307  0.0468  0.22
O  -0.3380  2.5922  0.3244  -0.99

The following is a DFT calculation (ωB97M-V with the def2-TZVPD basis set) of a molecular structure, C4H9NO2.

## Properties
Energy above the lowest of the compared OMol25 structures with the same formula, charge and spin = 3.681 eV
HOMO energy = -0.3252 hartree
Frontier orbital gap = 0.3479 Eh

Each line ends with the natural charge from an NBO analysis.
Element x y z (Å)
O  -0.3255  -1.5973  1.6427  -0.71
O  1.2348  -1.4206  -1.0466  -0.68
H  -1.6894  0.8379  -1.2952  0.23
C  -0.7617  -0.9196  0.4958  -0.25
H  2.9758  -0.5936  -0.4119  0.12
H  -0.1109  0.9205  1.3668  0.22
N  1.3537  0.7618  -0.5265  -0.76
C  -0.6012  0.4735  0.5033  0.14
H  -0.8796  2.2638  -0.6071  0.24
H  0.1050  -1.1574  -0.4444  0.39
H  0.2751  -2.2943  1.3512  0.48
C  1.9170  -0.4046  -0.6654  0.45
H  -2.3791  1.6427  0.1191  0.23
H  2.0054  1.4637  -0.1846  0.35
H  -1.6852  -1.3347  0.0725  0.21
C  -1.4342  1.3582  -0.3697  -0.67

The following is a DFT calculation (ωB97M-V with the def2-TZVPD basis set) of a molecular structure, C19H28FO2Tm at a distorted geometry.

## Properties
Multiplicity = 3
Energy above the lowest of the compared OMol25 structures with the same formula, charge and spin = 0.352 eV
HOMO energy (spin up / spin down) = -0.2155 / -0.2157 hartree
Frontier orbital gap (spin up / spin down) = 0.2140 / 0.2142 Eh

Each line ends with the natural charge from an NBO analysis.
Element x y z (Å)
C  -0.1353  -1.2068  -2.9911  -0.06
C  0.7134  1.8919  -1.0516  -0.06
C  -2.1792  1.7608  -1.5295  -0.64
H  -2.6880  2.4262  -2.2371  0.23
H  -0.9368  -3.4086  2.4410  0.24
H  0.3239  -0.2036  -3.0491  0.19
Tm  -0.0216  -0.9206  0.4934  2.02
H  -0.3548  -1.5306  4.2774  0.24
H  -1.1913  -1.2092  -3.2842  0.21
H  1.2815  -4.0709  -3.3947  0.22
H  1.2586  -1.4988  -4.6200  0.22
C  2.9118  -0.0966  1.8123  -0.35
H  3.6856  -0.6251  1.2405  0.20
H  0.6967  2.3717  2.4479  0.19
C  2.3797  -0.4686  3.0868  -0.34
C  1.4933  -3.0363  -3.1210  -0.44
C  -1.5428  -0.1465  2.9783  -0.25
H  -0.0391  3.5085  -2.2272  0.21
H  -2.4749  2.3713  1.2123  0.24
C  2.3337  1.1622  1.4636  -0.40
H  1.7552  1.9540  -0.7337  0.24
H  2.0139  -2.2610  -1.2532  0.23
O  -0.2623  1.3983  0.0067  -0.64
C  -2.0754  -1.7619  1.3905  -0.52
C  1.3527  1.5004  2.4501  -0.37
C  -0.8986  -1.3554  3.3454  -0.26
C  1.4359  0.5304  3.4833  -0.31
H  0.3715  4.0089  -0.5736  0.23
C  -2.0180  3.1325  0.5608  -0.64
H  0.7515  -3.6159  -1.1087  0.23
H  -0.0124  -2.6580  -4.6163  0.22
H  -2.9618  0.3074  1.3005  0.22
H  -2.4765  -2.2470  0.4855  0.23
H  -2.8348  3.7356  0.1281  0.22
C  -1.2584  2.4688  -0.5587  0.32
F  1.3311  -2.4176  0.6758  -0.77
H  0.6252  1.2704  -1.9528  0.16
H  -1.6038  0.7653  3.5730  0.23
H  -1.3536  3.7885  1.1537  0.23
C  -1.1973  -2.3501  2.3665  -0.35
H  2.5684  -2.8926  -3.2838  0.23
C  -0.0496  3.1992  -1.1863  -0.46
H  -1.6555  0.9760  -2.0766  0.21
H  2.6962  -1.3263  3.6890  0.20
C  0.6509  -2.1105  -3.9492  -0.43
H  -2.9225  1.2541  -0.9171  0.22
O  0.0425  -1.6477  -1.5656  -0.66
H  2.7085  1.8316  0.6948  0.18
H  0.8973  0.5611  4.4337  0.20
C  1.1149  -2.7336  -1.6706  -0.04
C  -2.2498  -0.3754  1.7610  -0.42

The following is a DFT calculation (ωB97M-V with the def2-TZVPD basis set) of a molecular structure, C30H32MoNOS2Te at a distorted geometry.

## Properties
Total charge = +3
Multiplicity = 3
Energy above the lowest of the compared OMol25 structures with the same formula, charge and spin = 0.000 eV
HOMO energy (spin up / spin down) = -0.6302 / -0.6317 hartree
Frontier orbital gap (spin up / spin down) = 0.2110 / 0.2224 Eh

Each line ends with the natural charge from an NBO analysis.
Element x y z (Å)
H  0.4170  2.2198  4.0985  0.24
C  -4.0996  1.4646  0.3668  -0.68
H  1.6644  -3.6900  -2.5715  0.29
C  1.8413  -1.3852  4.1943  -0.19
H  -3.9658  2.0863  1.2517  0.25
H  4.1914  1.0217  -2.8590  0.24
C  0.2789  0.1969  3.3298  -0.35
C  2.7269  -1.4451  -1.0913  -0.25
C  -3.3963  -1.1277  3.5091  -0.23
H  -4.8191  -2.3369  4.5536  0.26
C  -2.9056  1.4785  -0.5302  0.11
Te  -1.4279  0.6820  2.2614  1.14
S  1.2183  -2.2760  -0.7831  1.30
H  6.1717  0.0930  -1.7232  0.26
C  -0.9093  2.5560  -4.8606  -0.60
C  0.8170  1.2131  4.1151  -0.23
C  -1.0242  2.7139  -1.5240  -0.23
C  2.3897  -0.3827  4.9889  -0.16
C  -0.0124  1.9647  -3.7554  -0.25
Mo  -0.4888  0.6981  -0.4076  0.98
H  2.3134  1.6786  5.5788  0.25
O  0.0901  -1.2061  -0.6241  -0.92
C  2.8315  -0.3680  -1.9675  -0.24
C  3.8297  -1.9773  -0.4333  -0.20
H  -1.7351  -2.0890  0.6828  0.22
S  3.5428  1.4896  1.7349  0.39
C  -2.6816  0.4491  -1.4630  -0.25
C  2.2098  1.2390  1.0298  0.17
H  -0.0914  -3.5497  -2.2759  0.27
H  0.9190  3.9084  -3.4314  0.23
H  3.2097  -0.6183  5.6537  0.25
H  -3.1039  -4.1126  1.0578  0.23
C  0.7733  -1.1042  3.3561  -0.18
H  1.9648  0.0182  -2.4959  0.20
C  -1.9963  2.5749  -0.5286  -0.23
H  -2.1196  3.3658  0.2039  0.29
H  -4.6370  -4.2321  2.9835  0.25
C  -4.0433  -3.3424  2.8244  -0.16
C  -2.5315  -1.0801  2.4187  -0.32
H  -4.3881  0.4535  0.6530  0.26
H  -1.3013  3.5283  -4.5610  0.23
C  -2.4142  -2.1376  1.5236  -0.28
H  5.9535  -1.8285  -0.1892  0.26
H  1.7044  2.5929  -2.5431  0.20
C  4.0787  0.1877  -2.1797  -0.18
H  -4.9285  1.8953  -0.2049  0.30
C  0.8442  -3.0021  -2.3614  -0.80
H  0.8003  -2.2246  -3.1229  0.25
H  -0.3144  2.6982  -5.7615  0.26
H  3.7249  -2.8110  0.2484  0.25
C  -3.1828  -3.2746  1.7366  -0.13
H  0.3277  -1.8899  2.7583  0.22
C  5.1989  -0.3415  -1.5388  -0.14
H  2.2356  -2.3910  4.2455  0.24
C  -1.6992  0.5879  -2.4574  -0.16
C  1.1951  2.8544  -3.4753  -0.63
H  -0.4022  3.6012  -1.5448  0.30
C  5.0799  -1.4206  -0.6773  -0.18
N  1.1554  1.0191  0.4540  -0.66
C  -0.9057  1.7519  -2.5600  0.06
H  -1.5989  -0.1786  -3.2187  0.27
C  -4.1487  -2.2777  3.7076  -0.17
H  -3.4900  -0.3034  4.2050  0.24
H  -1.7440  1.9010  -5.1088  0.22
H  1.9170  2.7543  -4.2843  0.26
C  1.8875  0.9084  4.9504  -0.18
H  -3.3259  -0.4226  -1.4671  0.29
H  0.3291  0.9808  -4.0946  0.22

The following is a DFT calculation (ωB97M-V with the def2-TZVPD basis set) of a molecular structure, C12H48FeO20S2 at a distorted geometry.

## Properties
Total charge = -1
Multiplicity = 6
Energy above the lowest of the compared OMol25 structures with the same formula, charge and spin = 0.000 eV
HOMO energy (spin up / spin down) = -0.2414 / -0.2414 hartree
Frontier orbital gap (spin up / spin down) = 0.3088 / 0.2922 Eh

Each line ends with the Löwdin spin population.
Element x y z (Å)
C  17.3856  23.2395  14.6664  0.00
H  20.1346  14.5457  15.0283  0.00
H  22.5018  19.4868  13.6890  0.00
H  15.1564  17.7703  9.4737  0.00
C  16.8215  22.1223  10.3046  0.00
C  16.6629  16.8233  16.8736  0.00
O  19.0257  13.8243  12.1764  0.02
O  18.5651  20.7578  12.8522  0.01
H  16.3618  16.1055  13.3277  0.00
H  16.7732  15.7426  16.9643  0.00
H  16.0387  16.3614  10.2410  0.00
H  16.4442  22.4064  9.3223  0.00
H  18.3292  23.7621  14.5092  0.00
H  17.3008  23.0319  10.6665  0.00
H  17.2530  18.1326  15.5085  0.00
C  19.8006  18.6064  10.0034  0.00
O  15.2548  20.2911  15.0960  0.00
O  17.9106  19.6032  14.8947  0.01
O  20.6319  15.6693  12.1953  0.14
H  16.8562  17.7158  9.8246  0.00
H  16.0155  21.8605  10.9901  0.00
O  18.7590  16.1192  11.6035  0.17
H  19.4537  22.1652  12.7106  0.00
H  18.7220  18.6201  10.1599  0.00
H  19.6933  15.4559  16.4117  0.00
O  17.7058  21.0401  10.2950  0.00
H  18.4454  20.3993  16.3181  0.00
H  22.7033  21.4292  15.5684  0.00
H  18.8760  18.7402  17.7988  0.00
H  19.8912  17.9059  9.1732  0.00
O  19.9008  18.9709  13.6598  0.09
O  18.2052  18.3699  12.8285  0.10
Fe  19.8272  17.3126  12.7044  4.24
H  23.9128  18.4433  13.2928  0.00
S  19.6346  14.9377  11.4494  0.02
H  17.4470  21.8486  13.2312  0.00
H  20.3495  22.4242  10.5830  0.00
O  15.6926  18.1083  11.4470  0.00
H  22.5169  16.6533  13.5637  0.00
C  20.8767  22.6130  11.5182  0.00
H  21.4521  21.7170  11.7511  0.00
C  19.4795  19.6452  17.7280  0.00
C  20.1687  15.5560  15.4359  0.00
H  15.2564  18.4537  14.0950  0.00
H  21.4791  18.5223  10.7732  0.00
H  17.6063  13.8906  13.0208  0.00
C  21.6937  21.8287  15.6643  0.00
O  19.4119  16.4494  14.6397  0.05
H  21.6708  23.3568  11.4533  0.00
H  15.0509  14.9930  13.1032  0.00
H  21.5756  21.9932  16.7353  0.00
C  16.1239  15.1104  12.9518  0.00
H  16.5508  18.4509  11.7075  0.00
O  16.9476  22.6402  13.4445  0.00
H  21.1904  15.9104  15.5727  0.00
H  18.0015  20.9268  11.2013  0.00
H  21.2045  22.8823  14.1283  0.00
H  16.6010  23.8549  15.1067  0.00
O  20.0350  22.9172  12.5755  0.00
H  14.3572  19.7843  13.3373  0.00
H  20.2754  19.3829  17.0310  0.00
H  16.3368  15.1292  11.8830  0.00
O  21.5282  23.0988  15.0057  0.00
H  15.6536  17.1799  17.0791  0.00
H  20.9394  21.1117  15.3403  0.00
O  20.0792  14.6376  10.1165  0.02
O  17.0400  17.1974  15.5479  0.00
H  13.6908  19.1790  14.7418  0.00
C  15.8787  17.4394  10.2199  0.00
H  18.5094  16.3720  14.9576  0.00
H  19.8962  19.8532  18.7135  0.00
H  23.0615  18.4202  14.8730  0.00
O  22.0050  17.4560  13.4405  0.03
H  17.3868  17.3056  17.5305  0.00
C  22.9452  18.4964  13.7919  0.00
H  16.2040  20.1528  15.0572  0.00
O  18.6663  20.7274  17.1928  0.00
C  14.6669  19.3501  14.2879  0.00
H  17.6283  22.4469  15.3742  0.00
O  16.7912  13.9961  13.5169  0.00
S  18.5744  19.5452  13.5988  0.02
O  20.6120  18.2853  11.1104  0.05
H  20.0922  19.5472  9.5365  0.00

The following is a DFT calculation (ωB97M-V with the def2-TZVPD basis set) of C4H7ClFNO in the gas phase at a distorted geometry.

## Properties
Energy above the lowest of the compared OMol25 structures with the same formula, charge and spin = 1.952 eV
SMILES = CCCN(F)C(=O)Cl
HOMO energy = -0.3678 hartree
Frontier orbital gap = 0.3974 Eh

Each line ends with the natural charge from an NBO analysis.
Element x y z (Å)
N  -1.3521  -0.4310  -0.0933  -0.07
C  -0.6842  0.2317  0.9769  -0.24
H  1.2502  -0.5818  -0.5527  0.22
F  -2.1327  0.4690  -0.7952  -0.22
C  -0.8490  -1.5167  -0.8465  0.60
H  2.0896  -0.2354  0.7226  0.21
H  -0.0375  1.7006  -0.5028  0.22
H  -1.4151  0.8310  1.6632  0.22
H  -0.2474  -0.5906  1.4441  0.23
C  1.6518  0.2732  -0.0269  -0.62
Cl  -1.7943  -1.7827  -2.2976  -0.01
H  0.6454  1.8262  1.1709  0.20
O  0.0581  -2.2312  -0.4956  -0.56
H  2.3924  0.8473  -0.7173  0.21
C  0.4250  1.1905  0.3502  -0.40